{"formula": "C24H45Cl12F3OSi2", "method": "ωB97M-V with the def2-TZVPD basis set", "multiplicity": 1, "total_charge": 0, "lumo_energy_ha": 0.0105, "largest_force_ev_per_a": 0.93, "total_energy_ev": -201843.0045, "e_homo_ev": -9.3, "orbital_gap_ev": 9.54, "symbols": ["Cl", "Cl", "Cl", "Cl", "Cl", "Cl", "Cl", "Cl", "Cl", "Cl", "Cl", "Cl", "Si", "Si", "F", "F", "F", "O", "C", "C", "C", "C", "C", "C", "C", "C", "C", "C", "C", "C", "C", "C", "C", "C", "C", "C", "C", "C", "C", "C", "C", "C", "H", "H", "H", "H", "H", "H", "H", "H", "H", "H", "H", "H", "H", "H", "H", "H", "H", "H", "H", "H", "H", "H", "H", "H", "H", "H", "H", "H", "H", "H", "H", "H", "H", "H", "H", "H", "H", "H", "H", "H", "H", "H", "H", "H", "H"], "xyz": [[3.30204, -5.81053, -3.49514], [5.12264, -0.18568, 3.59929], [9.73584, -5.54123, 8.62927], [6.57358, -2.14082, 5.18930], [0.38947, -2.49619, -5.98506], [4.20275, -8.08816, -5.05282], [3.72895, -2.47819, 4.71721], [-0.71782, -3.37018, -3.44502], [2.06478, -8.40833, -3.11330], [0.39894, -5.31328, -5.29076], [9.08770, -3.74715, 6.43961], [7.88371, -6.38669, 6.55686], [2.70536, 3.21084, 0.60614], [1.08995, 1.83189, 2.55248], [-0.85061, 0.69709, 5.36483], [-2.27414, -1.79827, 3.34758], [-3.22440, 0.02563, 4.07525], [2.40432, 2.79035, 2.18923], [-0.89377, -0.19800, 4.35536], [-3.33398, -1.05115, 0.00544], [-5.90312, -1.02230, -0.54629], [0.09904, 4.19429, -0.07603], [-2.08797, -0.63595, 3.95106], [-0.58818, 3.44880, -3.00490], [-3.05035, -0.77114, -1.47393], [-5.82248, 1.49092, -1.22840], [5.03593, -1.31304, 4.95402], [-0.73483, 5.05484, -1.01830], [1.59073, 4.57833, 0.00398], [0.51230, -3.66970, -4.67314], [3.55868, -7.55656, -3.50088], [1.46850, 0.51724, 3.82645], [-4.78259, -0.84257, 0.49622], [-1.57599, -0.42954, -1.69386], [8.48672, -5.02406, 7.49850], [-0.44430, 4.90062, -2.51495], [0.40492, -0.60778, 3.70481], [-1.24477, -0.02630, -3.12856], [0.73840, 2.68191, -3.25896], [0.85589, 1.33220, -2.54087], [0.27488, 0.13738, -3.30885], [-6.67463, 0.27168, -0.87078], [-0.70474, 6.10064, -0.70096], [0.52442, 0.25117, -4.36664], [1.56980, 3.32949, -2.96668], [-3.29008, -1.67360, -2.04881], [-2.97204, -2.04794, 0.26729], [2.47185, 0.10775, 3.74274], [-4.98978, 1.64746, -0.54277], [-7.30614, 0.48953, -0.00503], [-0.02991, 2.68709, 2.99934], [4.28721, -7.78866, -2.73630], [-5.43824, 1.39151, -2.24404], [0.66421, 1.15029, 1.30112], [1.96008, 4.82205, -1.00067], [4.81866, -0.74462, 5.84828], [0.00083, 3.13477, -0.32524], [0.84582, 2.50177, -4.33139], [-3.67471, 0.02793, -1.87392], [1.32878, 0.97770, 4.80644], [-1.72901, 0.91502, -3.39662], [-5.56599, -1.52318, -1.45406], [-0.30978, 4.32612, 0.93025], [0.53933, 5.30241, -2.77057], [-0.94778, -1.25995, -1.36122], [-6.64636, -1.68692, -0.09692], [-1.57413, -0.81115, -3.81144], [-2.70054, -0.36380, 0.58096], [0.43507, 1.39147, -1.53618], [-1.19701, 2.86643, -2.30916], [-4.95499, -1.57271, 1.29068], [4.11906, 3.63582, 0.49812], [-1.13218, 3.48281, -3.95159], [-1.37746, 0.43241, -1.04738], [7.66174, -4.62119, 8.07040], [-6.43949, 2.39022, -1.17568], [-7.34942, 0.08526, -1.70953], [0.79950, -1.54291, 4.10741], [1.48251, -3.55310, -4.20768], [-1.77772, 4.73736, -0.89301], [1.92387, 1.13888, -2.39925], [1.73816, 5.46809, 0.62166], [-4.87778, 0.12761, 0.98704], [-1.19033, 5.50286, -3.03763], [2.55150, 2.04944, -0.29290], [0.16247, -0.76686, 2.65203], [0.77860, -0.76601, -2.95258]], "atomic_forces_ev_per_a": [[0.179, 0.045, 0.122], [0.091, -0.003, 0.007], [-0.009, 0.009, 0.003], [-0.150, 0.051, 0.014], [0.007, 0.014, 0.013], [0.008, 0.003, 0.010], [-0.013, 0.003, 0.014], [0.027, -0.165, 0.023], [0.010, 0.004, 0.009], [-0.124, -0.018, -0.079], [0.161, -0.050, 0.040], [-0.012, 0.009, 0.003], [0.467, 0.429, -0.071], [0.326, 0.119, 0.001], [-0.079, 0.480, -0.440], [0.166, 0.376, -0.610], [-0.082, -0.365, 0.615], [-0.497, -0.388, -0.348], [-0.326, -0.728, -0.293], [0.089, 0.701, 0.125], [-0.466, 0.148, 0.354], [0.402, 0.416, 0.433], [0.285, 0.465, 0.252], [0.315, -0.082, -0.500], [0.250, -0.605, -0.014], [-0.330, -0.034, 0.053], [0.047, -0.010, -0.081], [-0.409, -0.392, -0.085], [-0.066, -0.195, -0.224], [-0.030, -0.044, -0.030], [-0.087, -0.031, -0.070], [-0.795, 0.080, 0.091], [0.040, -0.587, -0.044], [-0.687, 0.622, -0.081], [-0.002, -0.027, -0.023], [-0.187, -0.081, 0.306], [0.088, -0.010, 0.304], [0.800, -0.396, 0.042], [-0.401, 0.128, 0.293], [0.606, -0.047, -0.343], [-0.255, 0.363, 0.280], [0.290, -0.084, -0.015], [0.173, 0.023, -0.092], [0.005, -0.055, -0.025], [0.038, -0.073, 0.029], [-0.087, 0.119, -0.131], [-0.101, -0.067, -0.116], [-0.050, 0.069, -0.056], [0.062, -0.084, -0.020], [0.052, 0.152, -0.013], [-0.012, -0.014, 0.086], [0.008, 0.007, 0.011], [0.114, 0.118, 0.020], [-0.021, -0.010, -0.008], [0.074, 0.044, 0.040], [-0.014, 0.005, 0.007], [-0.122, 0.003, -0.093], [0.125, 0.079, -0.005], [-0.007, 0.077, 0.109], [0.449, -0.041, 0.078], [-0.229, -0.102, -0.006], [0.191, 0.105, -0.011], [-0.104, -0.229, -0.017], [0.005, -0.021, -0.077], [0.093, 0.031, -0.019], [0.024, -0.140, -0.204], [-0.226, 0.151, -0.078], [0.010, -0.082, 0.059], [-0.011, 0.000, 0.023], [-0.115, 0.127, 0.047], [0.023, 0.079, 0.064], [-0.008, 0.041, 0.159], [-0.145, -0.121, 0.090], [0.244, -0.142, 0.129], [-0.009, 0.007, 0.003], [0.051, 0.024, -0.159], [-0.113, -0.070, 0.086], [-0.024, 0.021, 0.082], [0.006, 0.022, 0.000], [-0.005, 0.097, 0.092], [-0.030, -0.033, 0.047], [-0.046, 0.060, -0.070], [-0.002, 0.067, -0.135], [0.157, 0.164, -0.034], [-0.089, -0.135, 0.104], [0.120, -0.300, 0.020], [-0.100, -0.098, -0.069]]}

{"formula": "C24H45N5", "method": "ωB97M-V with the def2-TZVPD basis set", "multiplicity": 1, "total_charge": 0, "lumo_energy_ha": 0.0277, "largest_force_ev_per_a": 2.74, "relative_energy_kj_mol": 73.67, "total_energy_ev": -33065.5050, "e_homo_ev": -7.8, "orbital_gap_ev": 8.51, "symbols": ["N", "N", "N", "N", "N", "C", "C", "C", "C", "C", "C", "C", "C", "C", "C", "C", "C", "C", "C", "C", "C", "C", "C", "C", "C", "C", "C", "C", "C", "H", "H", "H", "H", "H", "H", "H", "H", "H", "H", "H", "H", "H", "H", "H", "H", "H", "H", "H", "H", "H", "H", "H", "H", "H", "H", "H", "H", "H", "H", "H", "H", "H", "H", "H", "H", "H", "H", "H", "H", "H", "H", "H", "H", "H"], "xyz": [[-0.53590, -3.96238, -0.76014], [1.14153, 5.33584, -0.03635], [1.90274, -4.20256, 0.71727], [0.43431, 2.55806, -0.21407], [-5.94080, 1.20127, 0.02087], [-1.52887, -2.99898, -0.88784], [-5.54398, -1.05406, -0.33299], [-2.48422, -3.55410, -1.75968], [2.02193, -5.20392, 1.74152], [0.25465, 6.32720, -0.68496], [-1.05125, 1.07605, -0.79169], [1.11003, 5.46314, 1.44988], [2.30012, -2.84778, 1.16116], [0.08444, 0.40103, -0.31775], [3.43606, 4.23686, -0.10137], [1.16869, -2.22206, 2.08753], [-1.91315, -4.76074, -2.23266], [-6.80597, 0.52251, 0.81161], [-0.26494, 5.14972, 2.06013], [-0.83279, 2.39182, -0.65533], [4.08978, -4.52244, -0.63656], [0.03057, 6.00844, -2.20068], [-6.55758, -0.85661, 0.62265], [-5.12923, 0.24668, -0.57284], [1.18237, -6.44702, 1.29973], [-0.81527, -5.06652, -1.52506], [1.03606, 1.39868, -0.01519], [2.54594, -4.52264, -0.61537], [2.49428, 5.28472, -0.64898], [4.63373, -5.02170, 0.16529], [-0.26057, 4.96882, -2.35083], [1.32113, -6.79248, 0.27527], [0.95824, -2.74414, 3.02093], [-5.13480, -1.91712, -0.83705], [0.11217, -6.24198, 1.27250], [-7.49770, 1.09360, 1.41309], [-1.05555, 5.83698, 1.75891], [4.46804, 4.40508, -0.40929], [1.51574, -4.88106, 2.65126], [-1.91909, 0.61004, -1.23453], [1.30223, -1.15511, 2.26617], [3.06189, -5.47384, 1.92517], [4.48735, -3.51954, -0.79222], [2.19158, -3.91914, -1.45102], [2.90847, 6.28500, -0.52254], [-0.78110, 6.59097, -2.63651], [3.43732, 4.07854, 0.97707], [-0.01714, -5.78088, -1.66316], [3.19512, -2.99296, 1.76613], [0.20094, -0.67240, -0.29392], [0.95548, 6.24332, -2.72743], [2.49074, 5.22208, -1.73717], [2.23340, -5.51474, -0.94118], [-5.94167, 2.19928, -0.13426], [0.71093, 7.31098, -0.57516], [2.43695, -2.18072, 0.31004], [-7.07421, -1.63412, 1.16578], [1.35199, 6.52182, 1.54345], [-4.28157, 0.58370, -1.15101], [0.75052, 3.49702, -0.01789], [-0.69558, 6.46622, -0.16936], [1.28370, -7.30416, 1.96542], [1.84450, 4.95060, 2.07113], [0.26293, -2.31907, 1.48896], [-3.34308, -3.11326, -2.24385], [-1.44190, -2.04422, -0.39058], [3.25357, 3.23039, -0.47797], [-1.41873, 3.28236, -0.82856], [-0.17639, 5.27492, 3.13929], [2.02883, 1.38966, 0.40993], [0.30646, -3.88722, -0.20798], [4.35366, -5.08062, -1.53483], [-2.27042, -5.36640, -3.05238], [-0.57752, 4.13532, 1.81236]], "atomic_forces_ev_per_a": [[-0.950, 0.818, 0.131], [-0.374, -1.852, -0.180], [0.183, 1.632, -2.198], [-0.667, 1.554, 0.054], [0.997, -1.509, -0.097], [-0.270, -1.733, -0.680], [0.330, 2.497, 0.418], [1.468, 0.798, -0.238], [-1.294, -1.627, -1.017], [0.379, -0.318, -0.701], [-1.016, -1.580, -0.227], [-0.606, 1.511, -0.761], [-1.267, -0.496, 1.866], [1.470, 0.273, -0.144], [0.326, -1.071, 0.105], [0.243, -0.505, -1.434], [-1.774, -0.953, -0.815], [-0.162, -1.458, -0.049], [0.298, 0.316, -0.106], [0.013, 1.698, -0.261], [-0.178, 0.086, -0.857], [0.114, 0.261, 0.998], [-1.603, 0.617, 1.012], [0.630, 0.737, -1.613], [-0.247, -0.068, 0.061], [1.820, 1.272, 0.297], [-0.317, -2.215, 0.498], [0.628, -0.959, 1.338], [-0.265, 1.094, 0.606], [-0.416, 0.113, 0.297], [0.309, -0.107, 0.097], [0.704, -0.023, 0.100], [0.436, -0.030, -0.012], [-0.036, -0.076, 0.533], [-0.059, 0.517, 0.383], [-0.122, -0.471, 0.076], [0.097, -0.030, -0.171], [-0.020, 0.439, 0.059], [0.467, 0.376, 0.051], [-0.050, 0.014, 0.243], [0.251, -0.094, 0.093], [0.208, -0.078, 0.305], [0.064, 0.040, 0.296], [-0.217, 0.662, 0.496], [0.563, 0.376, 0.391], [0.113, 0.300, 0.188], [-0.036, 0.552, 0.078], [-0.379, -0.281, 0.019], [0.552, 0.627, -0.179], [0.247, 0.164, 0.020], [-0.224, -0.195, -0.271], [-0.656, -0.491, 0.056], [-0.116, -0.120, 0.421], [0.303, -0.389, 0.082], [0.336, 0.450, -0.223], [0.228, -0.177, 0.027], [-0.150, 0.057, -0.100], [-0.045, 0.462, 0.967], [-0.182, -0.016, -0.248], [0.517, 0.394, -0.120], [0.041, -0.689, 0.069], [0.320, 0.041, 0.052], [0.275, -0.462, -0.903], [-0.250, 0.149, 0.113], [0.010, 0.267, 0.418], [-0.240, -0.193, 0.067], [-0.466, 0.022, -0.326], [-0.173, -0.229, -0.177], [-0.046, -0.259, 0.064], [-0.055, -0.342, -0.104], [0.115, -0.044, 0.591], [0.200, 0.011, -0.145], [-0.337, -0.027, 0.160], [0.013, -0.028, 0.159]]}